Formula: C24H45AuIP2
Source: the Open Molecules 2025 dataset
Level of theory: ωB97M-V/def2-TZVPD

Last column: Mulliken charge in e.
CARTESIAN COORDINATES (ANGSTROEM)
Au -0.234354 -0.801800 0.176146  0.606
C 0.018158 1.337189 2.362821  0.875
C 0.954535 0.450349 2.875246  0.170
C 1.559865 0.635215 0.731352  0.691
C 0.389426 1.452705 0.957131  0.709
C 1.806699 -0.095596 2.021340  0.325
C -1.175862 1.970064 2.978468  -1.795
H -1.735380 1.371785 3.673458  0.417
H -1.939649 2.434830 2.310638  0.369
H -0.732016 2.761726 3.563405  0.496
C 0.108715 2.669921 0.043894  -1.585
H -0.632462 3.333183 0.500743  0.479
H -0.261036 2.375018 -0.948364  0.254
H 1.045737 3.219574 -0.103337  0.255
C 2.631483 0.996297 -0.281201  -1.794
H 3.051196 1.969916 0.017064  0.260
H 2.214749 1.110217 -1.298943  0.393
H 3.422176 0.259091 -0.309407  0.423
C 2.910891 -1.029152 2.211111  -1.718
H 3.062226 -1.131838 3.272923  0.469
H 3.860863 -0.615688 1.799828  0.449
H 2.844067 -2.056061 1.788264  0.164
C 1.044249 -0.051886 4.598221  -1.280
H 1.668240 0.690104 5.182816  0.364
H 1.323000 -1.089715 4.604331  0.530
H 0.001723 0.166168 5.032737  0.468
C -2.348893 -1.555096 0.462889  -1.010
C -2.665808 -1.255976 1.761846  -0.508
C -2.591179 -2.239361 2.889291  -0.623
C -1.436450 -3.367730 2.908522  -2.040
C -0.118441 -3.077505 2.071575  0.127
C 0.020622 -3.057771 0.699763  -0.855
C -1.146640 -3.722093 -0.060637  -0.948
C -2.483862 -3.076175 0.181222  -0.646
H -3.632369 -2.638548 3.171383  0.314
H -1.825556 -4.356211 2.550563  0.579
H -2.665204 -1.646440 3.852009  0.360
H -3.033242 -3.566515 1.014788  0.265
H -2.768918 -0.898038 -0.374035  0.731
H -2.732550 -0.111438 1.969203  0.716
H -3.117129 -3.185211 -0.712635  0.404
H -0.951302 -3.690938 -1.162063  0.357
H 0.992489 -3.365236 0.318559  0.676
H -1.179716 -4.800683 0.230018  0.302
H -1.024909 -3.443532 3.835483  0.964
H 0.875703 -2.943668 2.543195  0.684
P -2.934507 3.763784 -1.902728  0.534
C -3.218659 5.590182 -1.934214  -1.242
H -4.216962 5.741278 -2.350058  0.367
H -2.451306 6.061899 -2.554081  0.368
H -3.159534 5.978891 -0.912641  0.323
C -3.200546 3.489059 -3.709322  -1.192
H -4.107311 4.027800 -3.987611  0.338
H -3.294311 2.418968 -3.913098  0.341
H -2.337362 3.887169 -4.252485  0.356
C -4.607903 3.310136 -1.265078  -1.176
H -5.333428 3.842441 -1.879959  0.389
H -4.674151 3.633494 -0.221414  0.335
H -4.745275 2.226523 -1.320613  0.318
P 3.731096 -1.043624 -3.141819  0.530
C 5.336774 -1.765087 -2.575591  -1.191
H 5.831904 -2.193811 -3.447346  0.393
H 5.142343 -2.536554 -1.823189  0.325
H 5.954911 -0.981404 -2.125409  0.342
C 3.097193 -2.498535 -4.083012  -1.195
H 3.885731 -2.791612 -4.777202  0.367
H 2.201828 -2.179324 -4.624281  0.345
H 2.840983 -3.305750 -3.390677  0.328
C 4.347709 -0.116139 -4.617988  -1.296
H 4.780171 -0.849151 -5.300802  0.366
H 5.078770 0.636662 -4.310641  0.372
H 3.490438 0.377912 -5.085567  0.343
I -0.812483 -1.058658 3.595200  0.068

Atoms 1-2, force components in eV/Å:
0.5 0.7 0.6
-0.5 0.8 -2.3

For the gap between HOMO and LUMO (alpha / beta), the calculation gives 0.192 / 0.216 hartree. Its expectation value of S² is 2.0367. For the LUMO energy (alpha / beta), the calculation gives -3.43 / -4.63 eV. The value obtained for the HOMO energy (alpha / beta) is -8.65 / -10.52 eV. For the calculated total energy, the calculation gives -55969.92451 eV. The molar mass comes out at 719.443 Da. The calculation puts the max |F| at 0.1446 hartree/bohr. Its multiplicity is 3. Its net charge is +1.